{"formula": "C53H71AsNO5P2RbSSi3", "method": "ωB97M-V with the def2-TZVPD basis set", "species": ["Rb", "C", "O", "Si", "C", "C", "C", "Si", "C", "C", "C", "Si", "C", "C", "C", "H", "H", "H", "H", "H", "H", "H", "H", "H", "H", "H", "H", "H", "H", "H", "H", "H", "H", "H", "H", "H", "H", "H", "H", "H", "H", "H", "C", "C", "O", "C", "C", "C", "C", "C", "C", "O", "H", "H", "H", "H", "H", "H", "H", "C", "N", "P", "C", "C", "C", "C", "C", "C", "C", "C", "C", "C", "C", "C", "P", "C", "C", "C", "C", "C", "C", "C", "C", "C", "C", "C", "C", "H", "H", "H", "H", "H", "H", "H", "H", "H", "H", "H", "H", "H", "H", "H", "H", "H", "H", "H", "H", "H", "H", "H", "O", "C", "O", "C", "C", "C", "C", "C", "C", "H", "H", "H", "H", "H", "C", "As", "C", "C", "S", "H", "H", "H", "H", "H", "H", "H", "H", "H"], "coordinates": [[0.0129, -0.9638, 0.3945], [-1.9672, 0.5228, 3.0598], [-0.7606, 1.1195, 2.6747], [0.4074, 1.6296, 3.8308], [-0.4973, 3.0691, 4.6913], [0.3575, 0.2694, 5.1455], [1.9942, 1.9701, 3.1186], [2.1864, 3.3292, 1.9411], [0.5612, 4.2219, 1.4988], [2.9074, 2.8613, 0.2500], [3.2945, 4.7630, 2.5455], [3.4950, 1.1677, 3.7410], [3.4346, -0.6918, 4.0565], [4.1414, 1.9190, 5.3718], [4.9938, 1.2926, 2.5798], [-2.6550, 1.2368, 3.5337], [-1.8083, -0.3060, 3.7555], [-2.4570, 0.1089, 2.1769], [-1.4460, 2.7610, 5.1348], [-0.6943, 3.8937, 4.0130], [0.1399, 3.4474, 5.4919], [-0.6025, 0.2791, 5.6650], [1.1346, 0.4312, 5.8908], [0.5063, -0.7186, 4.7161], [-0.3070, 3.5934, 1.6498], [0.5579, 4.5268, 0.4488], [0.4346, 5.1233, 2.1004], [2.3127, 2.0794, -0.2255], [3.9224, 2.4906, 0.3257], [2.9218, 3.7318, -0.4107], [2.8522, 5.1952, 3.4441], [3.3907, 5.5505, 1.7977], [4.2953, 4.4235, 2.8055], [2.7453, -0.9937, 4.8372], [4.4354, -1.0317, 4.3421], [3.1407, -1.2113, 3.1426], [3.4029, 1.8004, 6.1641], [4.3048, 2.9886, 5.2403], [5.0725, 1.4631, 5.7066], [4.8189, 0.7154, 1.6749], [5.8658, 0.8660, 3.0825], [5.2449, 2.3083, 2.2888], [-3.1982, -3.5683, 2.7393], [-2.5867, -3.3045, 1.3761], [-2.4715, -2.1453, 1.0058], [-2.1987, -4.4519, 0.5360], [-2.8297, -5.6825, 0.7356], [-2.5844, -6.7833, -0.0612], [-1.6549, -6.6469, -1.1043], [-0.9957, -5.4668, -1.3213], [-1.2011, -4.3069, -0.4963], [-0.5140, -3.2650, -0.6525], [-3.2321, -2.6220, 3.2730], [-2.6084, -4.2911, 3.3002], [-4.2156, -3.9565, 2.6385], [-3.5479, -5.7755, 1.5415], [-3.0968, -7.7213, 0.1128], [-1.4510, -7.4949, -1.7521], [-0.2775, -5.3650, -2.1271], [-0.5816, -0.2681, -3.0184], [-1.5740, 0.7736, -2.6440], [-2.9513, 0.1049, -1.8082], [-3.2924, -1.3674, -2.8477], [-3.5454, -1.3219, -4.2191], [-3.7994, -2.4867, -4.9179], [-3.7992, -3.7114, -4.2535], [-3.5395, -3.7678, -2.8965], [-3.2858, -2.5921, -2.1962], [-4.3216, 1.1656, -2.4262], [-4.2778, 1.8529, -3.6365], [-5.3594, 2.6075, -4.0595], [-6.4988, 2.6882, -3.2696], [-6.5485, 2.0100, -2.0600], [-5.4637, 1.2547, -1.6403], [-0.7231, 2.0264, -1.7497], [-2.0935, 2.9874, -1.0300], [-2.4620, 2.6208, 0.2618], [-3.5446, 3.2303, 0.8802], [-4.2408, 4.2329, 0.2213], [-3.8495, 4.6368, -1.0486], [-2.7820, 4.0139, -1.6723], [-0.2423, 3.1076, -3.1520], [-0.5648, 2.8445, -4.4782], [-0.1318, 3.6912, -5.4903], [0.6240, 4.8117, -5.1858], [0.9572, 5.0765, -3.8626], [0.5367, 4.2250, -2.8572], [-0.8932, -0.7606, -3.9405], [-0.4385, -1.0436, -2.2551], [0.3913, 0.2013, -3.1771], [-3.5431, -0.3689, -4.7379], [-3.9902, -2.4450, -5.9825], [-3.9875, -4.6229, -4.8069], [-3.4970, -4.7134, -2.3739], [-3.0343, -2.6217, -1.1462], [-3.3774, 1.8016, -4.2326], [-5.3077, 3.1435, -4.9995], [-7.3420, 3.2857, -3.5932], [-7.4288, 2.0782, -1.4336], [-5.4951, 0.7446, -0.6860], [-1.8913, 1.8736, 0.7982], [-3.8193, 2.9270, 1.8820], [-5.0821, 4.7139, 0.7042], [-4.3849, 5.4282, -1.5593], [-2.4891, 4.3130, -2.6711], [-1.1516, 1.9657, -4.7100], [-0.3860, 3.4691, -6.5195], [0.9645, 5.4694, -5.9738], [1.5605, 5.9392, -3.6143], [0.8224, 4.4228, -1.8316], [3.1358, -1.7481, 0.6716], [3.1075, -1.1517, -0.4276], [2.0951, -0.7223, -1.0205], [4.4468, -0.9780, -1.1400], [4.5070, -0.3831, -2.3929], [5.7231, -0.2295, -3.0400], [6.8933, -0.6640, -2.4337], [6.8424, -1.2491, -1.1763], [5.6232, -1.4039, -0.5335], [3.5799, -0.0408, -2.8319], [5.7609, 0.2382, -4.0157], [7.8451, -0.5363, -2.9355], [7.7543, -1.5750, -0.6915], [5.5523, -1.8405, 0.4520], [3.5458, -4.2265, 2.4437], [1.8146, -4.1571, 1.5942], [2.2336, -4.1911, -0.3016], [1.1726, -5.9734, 1.8535], [0.4942, -2.9615, 2.7393], [4.0794, -5.1118, 2.0955], [3.3699, -4.2720, 3.5193], [4.0857, -3.3204, 2.1884], [1.8648, -5.1455, -0.6746], [3.3155, -4.1113, -0.3641], [1.7453, -3.3818, -0.8279], [1.8222, -6.6877, 1.3454], [0.1614, -6.0441, 1.4558], [1.1572, -6.1636, 2.9293]], "forces_ev_per_angstrom": [[-0.49, 0.95, 0.87], [-0.11, -0.05, 0.00], [0.38, 0.07, -0.09], [-0.28, -0.13, -0.05], [0.18, -0.07, -0.01], [0.01, 0.12, -0.01], [0.07, 0.15, -0.05], [-0.03, -0.07, -0.10], [0.16, 0.04, 0.02], [-0.18, 0.03, 0.11], [-0.09, -0.16, 0.04], [0.02, -0.06, -0.10], [0.01, 0.02, -0.09], [-0.14, 0.03, -0.11], [-0.08, 0.00, 0.13], [0.00, 0.07, 0.06], [-0.02, -0.06, 0.03], [-0.10, -0.04, -0.03], [-0.11, -0.08, 0.03], [-0.02, 0.17, -0.16], [0.04, 0.05, 0.11], [-0.08, 0.00, 0.05], [0.12, 0.02, 0.11], [0.04, -0.14, -0.08], [-0.25, -0.18, 0.03], [0.05, 0.04, -0.04], [-0.05, 0.08, 0.09], [-0.07, -0.07, -0.03], [0.28, -0.12, 0.02], [0.00, 0.12, -0.09], [-0.04, 0.06, 0.10], [-0.01, 0.11, -0.14], [0.16, -0.07, 0.04], [-0.13, -0.04, 0.17], [0.07, -0.02, 0.00], [-0.01, 0.01, -0.05], [-0.13, -0.02, 0.13], [0.04, 0.15, -0.01], [0.17, -0.10, 0.03], [-0.05, -0.11, -0.16], [0.05, -0.04, 0.05], [0.05, 0.23, -0.06], [-0.04, -0.02, 0.01], [0.08, 0.04, -0.10], [-0.23, -0.13, 0.06], [-0.10, -0.01, 0.15], [-0.02, -0.07, -0.02], [-0.02, -0.04, -0.01], [0.00, -0.09, -0.03], [0.06, -0.04, 0.01], [0.11, 0.01, 0.13], [-0.25, -0.34, -0.50], [0.00, 0.01, 0.03], [0.05, -0.02, 0.01], [0.01, 0.03, -0.01], [-0.03, 0.00, 0.01], [0.01, 0.01, -0.01], [0.00, -0.01, 0.00], [0.00, 0.00, -0.01], [0.04, -0.05, -0.04], [0.08, -0.05, 0.03], [-0.20, -0.06, 0.16], [0.02, 0.04, -0.07], [-0.04, 0.07, 0.00], [0.01, -0.03, 0.00], [0.01, -0.02, -0.04], [-0.01, 0.06, 0.02], [0.08, 0.00, -0.02], [0.15, 0.00, -0.12], [-0.07, 0.02, 0.06], [0.04, 0.01, 0.01], [-0.05, 0.00, 0.03], [-0.06, 0.05, -0.07], [0.03, 0.07, -0.02], [0.20, -0.12, -0.07], [-0.06, 0.05, -0.04], [-0.11, 0.03, 0.02], [0.05, 0.02, -0.03], [0.01, -0.02, 0.10], [-0.01, 0.01, -0.06], [0.00, -0.04, -0.01], [-0.06, -0.01, 0.02], [0.04, -0.01, 0.02], [-0.02, -0.01, -0.02], [0.01, 0.01, 0.04], [0.02, 0.04, -0.07], [0.01, -0.01, 0.01], [0.03, 0.03, 0.01], [-0.06, 0.05, -0.18], [-0.01, -0.03, 0.00], [-0.01, -0.09, 0.01], [-0.02, -0.02, -0.06], [-0.01, -0.04, -0.02], [-0.04, -0.06, 0.01], [-0.06, 0.00, 0.06], [0.07, 0.06, -0.02], [-0.02, 0.01, -0.02], [-0.02, 0.01, 0.00], [-0.04, 0.02, 0.01], [0.02, -0.04, 0.07], [0.04, 0.00, 0.02], [-0.03, 0.02, 0.03], [-0.03, 0.02, 0.02], [-0.02, 0.00, 0.00], [-0.01, 0.01, -0.02], [-0.02, -0.03, 0.00], [0.00, 0.01, -0.03], [0.02, 0.05, -0.05], [0.03, 0.05, 0.00], [0.01, -0.01, 0.07], [0.06, 0.07, 0.13], [0.10, -0.06, -0.06], [0.70, 0.13, -0.73], [0.06, 0.09, 0.15], [-0.05, -0.01, 0.00], [0.00, 0.02, -0.03], [0.07, 0.00, -0.02], [0.00, -0.01, 0.04], [-0.06, 0.04, -0.08], [-0.03, 0.01, -0.03], [0.01, 0.02, -0.05], [0.02, 0.00, -0.02], [0.04, -0.01, 0.01], [0.01, -0.04, 0.08], [-0.07, -0.04, 0.11], [-0.14, -0.12, 0.42], [-0.19, 0.05, 0.13], [0.09, -0.02, 0.13], [0.24, -0.40, -0.06], [0.04, -0.01, 0.01], [0.08, -0.01, -0.07], [-0.01, 0.08, -0.02], [0.03, -0.01, -0.06], [0.03, -0.01, -0.06], [0.01, 0.02, -0.03], [0.01, -0.03, 0.00], [-0.04, 0.01, -0.02], [-0.03, -0.02, -0.12]], "gap_ev": 5.23, "e_above_lowest_kcal_mol": 18.4, "charge": -2}